140
Properties=species:S:1:pos:R:3:forces:R:3 method="wB97M-V/def2-TZVPD" e_homo_ev=-9.4 orbital_gap_ev=9.258 energy_ev=-87721.4683 molar_mass_g_mol=869.0 max_force_ha_per_bohr=0.0465 lumo_ha=-0.0049
C 1.367 2.590 3.338 0.1 0.2 0.9
C 2.832 2.909 3.106 0.3 -1.2 -0.9
O 3.518 1.772 2.540 -0.1 0.2 0.1
O 1.295 1.818 4.540 -0.5 0.3 0.0
H 0.837 2.102 2.518 0.4 -0.2 -0.2
H 0.812 3.514 3.517 0.0 0.0 0.2
H 3.292 3.092 4.078 -0.1 0.6 0.0
H 3.010 3.689 2.366 -0.1 0.3 0.3
H 3.428 1.050 3.173 0.0 -0.2 -0.1
H 1.728 0.964 4.410 -0.1 -0.1 -0.3
C 2.640 -2.059 -3.640 0.8 -0.2 -0.2
C 3.209 -1.075 -4.672 -0.9 0.5 0.0
O 2.200 -0.840 -5.659 0.0 -0.2 -0.2
O 1.680 -1.429 -2.782 0.2 0.2 -0.6
H 3.418 -2.543 -3.042 0.2 0.3 0.1
H 2.182 -2.868 -4.214 -0.2 0.1 -0.1
H 4.102 -1.439 -5.181 -0.1 -0.4 0.1
H 3.447 -0.075 -4.306 0.3 -0.3 0.8
H 1.672 -0.106 -5.331 -0.2 0.0 -0.2
H 1.096 -2.105 -2.423 0.0 -0.2 0.4
C -2.345 -1.533 4.015 -0.1 0.0 0.3
C -1.723 -0.228 4.472 0.8 -0.2 0.5
O -1.853 0.836 3.573 -0.5 -0.1 -0.4
O -1.438 -2.197 3.113 -0.3 0.1 -0.1
H -3.309 -1.334 3.540 0.0 -0.1 -0.2
H -2.485 -2.238 4.836 -0.2 0.4 0.3
H -0.662 -0.455 4.633 0.1 0.1 0.1
H -2.103 0.127 5.431 -0.3 -0.2 0.0
H -1.432 0.593 2.736 0.1 0.4 -0.3
H -1.509 -3.136 3.298 0.1 -0.1 -0.3
C -3.872 4.049 3.953 0.4 0.4 -0.4
C -3.115 3.955 2.618 0.7 -0.7 0.5
O -3.696 3.004 1.704 -0.1 0.8 0.1
O -3.586 3.009 4.867 -0.1 -0.2 -0.2
H -4.948 4.084 3.762 -0.1 0.2 -0.2
H -3.575 4.967 4.460 -0.1 0.1 -0.1
H -2.072 3.653 2.767 -0.1 -0.3 0.6
H -2.953 4.923 2.141 -1.0 0.1 -0.3
H -4.012 2.237 2.189 0.2 -0.1 0.0
H -3.644 2.180 4.380 0.3 -0.2 0.2
C 3.472 -4.244 1.334 -1.0 0.4 -0.5
C 3.589 -3.143 0.262 1.4 -0.9 1.7
O 4.904 -3.374 -0.267 -0.5 0.9 -0.8
O 4.404 -4.099 2.411 -0.2 0.7 -0.2
H 3.712 -5.238 0.958 -0.8 0.0 -0.7
H 2.429 -4.125 1.648 0.1 -0.6 0.8
H 3.524 -2.191 0.802 0.2 0.2 0.0
H 2.760 -3.099 -0.444 0.4 -0.6 -0.5
H 5.451 -3.321 0.524 0.3 0.1 -0.1
H 5.088 -4.753 2.250 0.1 0.0 0.2
C -1.837 -0.867 -3.865 0.9 -1.8 0.8
C -2.384 -2.300 -3.958 -0.2 0.3 -0.1
O -1.360 -3.220 -3.573 0.3 -0.1 -0.2
O -0.687 -0.715 -4.704 -1.1 0.6 -0.6
H -1.458 -0.786 -2.841 -0.4 0.4 0.3
H -2.637 -0.154 -4.048 0.3 0.3 -0.3
H -2.737 -2.529 -4.965 0.1 0.1 -0.1
H -3.229 -2.447 -3.282 0.0 0.3 0.1
H -1.249 -3.876 -4.266 0.0 0.0 0.0
H -0.010 -1.342 -4.427 0.0 0.0 0.2
C -1.180 2.548 -4.049 -0.3 1.0 0.2
C -1.559 4.036 -4.004 -0.5 -0.6 1.9
O -1.075 4.756 -5.080 0.2 0.3 -0.8
O -1.547 2.063 -5.324 0.3 -0.1 -0.2
H -1.728 1.960 -3.313 0.2 0.3 0.4
H -0.109 2.512 -3.825 0.1 -0.4 -0.4
H -1.147 4.481 -3.093 0.4 -0.2 -0.1
H -2.623 4.168 -3.775 -0.3 -0.1 -0.9
H -1.221 4.234 -5.878 -0.1 0.0 0.0
H -1.247 1.147 -5.348 0.1 -0.2 -0.3
C -5.128 1.746 -1.613 -0.6 -0.4 0.6
C -3.731 2.321 -1.831 -1.0 -0.9 0.6
O -3.459 3.407 -1.003 0.3 1.0 -0.4
O -6.077 2.375 -2.458 0.2 0.5 -0.7
H -5.402 1.867 -0.560 0.0 0.2 0.1
H -5.171 0.666 -1.783 0.3 -0.1 -0.2
H -3.729 2.618 -2.879 0.4 0.1 0.1
H -3.021 1.515 -1.614 0.1 -0.1 -0.4
H -3.457 3.161 -0.065 -0.2 -0.2 -0.1
H -6.955 2.469 -2.087 0.2 -0.2 0.4
C 0.222 -0.726 0.162 -0.6 1.9 0.3
C -0.131 0.755 -0.045 0.4 0.9 0.1
O -1.104 1.218 0.895 0.0 -0.7 -0.5
O 0.369 -0.983 1.548 0.5 -0.3 0.0
H 1.197 -0.804 -0.316 -0.2 -0.7 -0.2
H -0.585 -1.302 -0.290 0.4 -0.6 0.0
H -0.465 1.006 -1.059 -0.2 -0.6 -0.2
H 0.762 1.382 0.044 0.3 -0.3 0.4
H -1.106 2.179 0.753 -0.3 0.2 0.4
H -0.430 -1.335 1.972 0.0 -0.2 -0.2
C 2.962 -1.363 5.823 0.1 1.2 0.3
C 2.458 -1.820 4.474 0.1 -0.1 -0.5
O 2.224 -0.689 3.645 0.1 0.6 0.5
O 4.263 -0.747 5.706 -0.5 -0.7 0.0
H 2.897 -2.108 6.619 0.5 -0.6 -0.4
H 2.355 -0.558 6.248 -0.4 0.1 -0.4
H 1.565 -2.447 4.540 -0.1 0.0 0.2
H 3.235 -2.395 3.959 0.1 -0.4 0.3
H 1.650 -0.864 2.884 -0.1 -0.2 -0.2
H 4.693 -1.166 4.953 0.2 0.0 0.1
C -4.229 -3.217 -0.508 -0.1 0.4 0.0
C -3.059 -2.299 -0.169 1.2 -0.6 -0.7
O -3.371 -0.922 -0.288 -0.4 -0.4 0.2
O -3.907 -4.583 -0.258 0.0 0.2 0.4
H -4.557 -3.105 -1.542 0.0 0.2 0.0
H -5.061 -2.915 0.129 -0.1 -0.3 0.0
H -2.222 -2.533 -0.841 -0.1 0.0 -0.4
H -2.630 -2.612 0.789 -0.5 0.4 0.5
H -2.675 -0.396 0.124 0.0 0.1 0.1
H -3.583 -5.009 -1.056 0.0 0.2 -0.1
C 0.093 -5.942 -0.812 0.2 -0.6 0.9
C -0.185 -4.532 -0.332 0.1 0.4 -0.4
O 0.257 -3.623 -1.328 0.1 -0.1 -0.5
O -0.596 -6.205 -2.033 0.0 0.3 0.2
H -0.196 -6.675 -0.052 -0.3 0.1 0.1
H 1.167 -6.095 -0.946 0.1 0.3 -0.1
H 0.366 -4.243 0.563 0.0 -0.5 0.2
H -1.249 -4.346 -0.158 0.0 -0.4 0.1
H -0.185 -3.942 -2.129 -0.1 0.5 -0.2
H -0.247 -7.041 -2.354 -0.1 0.0 -0.2
C 0.591 5.637 -0.729 0.8 0.5 0.3
C 0.743 4.358 0.055 1.3 -0.3 0.2
O -0.459 3.930 0.641 -0.3 -0.1 -0.2
O -0.084 6.637 0.034 -0.5 -0.3 0.1
H 0.079 5.504 -1.680 -0.3 0.0 0.2
H 1.589 6.032 -0.942 0.1 -0.3 -0.3
H 1.493 4.441 0.853 0.0 0.6 0.1
H 1.236 3.594 -0.552 -0.7 -0.2 -0.3
H -0.867 4.753 0.942 -0.3 -0.1 0.0
H 0.503 6.913 0.744 0.0 0.1 0.0
C 5.535 1.086 -0.795 -0.4 -0.6 -0.9
C 4.547 0.129 -1.479 0.5 0.2 1.5
O 3.302 0.741 -1.824 0.8 -0.5 0.0
O 6.083 1.940 -1.784 0.2 0.6 0.1
H 6.357 0.458 -0.448 0.0 0.1 0.1
H 5.119 1.632 0.054 -0.2 0.0 0.0
H 4.384 -0.690 -0.772 -0.2 -0.1 0.0
H 5.111 -0.295 -2.314 -0.3 0.1 -0.4
H 2.771 -0.032 -2.064 -0.6 0.4 -0.1
H 5.390 2.553 -2.048 0.0 0.0 -0.1